The following is a DFT calculation (ωB97M-V/def2-TZVPD) of a structure of composition C21H35N7O2W.

Output
* LUMO: -14.0 eV
* HOMO-LUMO gap: 6.9 eV
* energy above the lowest of the compared OMol25 structures with the same formula, charge and spin: 0.000 eV

The geometry in ORCA input format:
```
! wB97M-V def2-TZVPD RIJCOSX def2/J DEFGRID3
* xyz 4 1
W 0.112 0.339 -1.412
C 4.470 -0.498 -1.176
C 2.990 -0.527 -1.149
N 2.236 0.521 -1.236
C 2.785 1.866 -1.516
C 1.755 2.942 -1.124
N 0.590 2.275 -0.457
C -0.581 3.186 -0.157
C -1.879 2.397 -0.298
N -1.670 1.619 -1.551
C -2.825 0.967 -2.274
C -2.913 -0.500 -1.923
N -1.544 -1.035 -1.743
C -1.278 -2.276 -1.992
C -2.113 -3.272 -2.706
C 0.105 -2.661 -1.587
C 0.481 -3.920 -1.151
C 1.776 -4.092 -0.662
C 2.668 -3.013 -0.651
C 2.211 -1.794 -1.108
N 0.942 -1.618 -1.526
H 4.866 0.159 -0.396
H 4.805 -0.090 -2.137
H 4.908 -1.485 -1.065
H 2.981 1.911 -2.590
H 3.732 2.007 -0.997
H 1.396 3.479 -1.999
H 2.181 3.670 -0.433
H 0.928 1.944 0.447
H -0.556 4.008 -0.873
H -0.465 3.611 0.839
H -2.728 3.074 -0.407
H -2.071 1.725 0.537
H -1.346 2.318 -2.223
H -2.609 1.089 -3.335
H -3.748 1.503 -2.052
H -3.453 -1.037 -2.704
H -3.446 -0.664 -0.985
H -2.317 -2.886 -3.713
H -3.085 -3.432 -2.230
H -1.602 -4.224 -2.811
H -0.209 -4.752 -1.186
H 2.091 -5.063 -0.297
H 3.683 -3.139 -0.299
C 1.932 0.773 2.298
N 0.517 0.687 2.657
C 0.268 0.958 4.097
C -1.210 1.120 4.352
C -1.933 -0.085 3.800
N -1.570 -0.290 2.374
C -2.507 -1.137 1.641
C -0.399 0.088 1.891
O -0.135 -0.084 0.600
H 2.280 1.805 2.377
H 2.106 0.384 1.300
H 2.516 0.176 3.000
H 0.821 1.863 4.348
H 0.689 0.135 4.679
H -1.586 2.038 3.894
H -1.391 1.199 5.423
H -3.014 0.045 3.833
H -1.688 -0.995 4.352
H -3.479 -0.648 1.576
H -2.635 -2.073 2.185
H -2.118 -1.355 0.654
O 0.285 0.766 -3.023
*
```